{
  "formula": "C14H7AuN13S",
  "method": "ωB97M-V/def2-TZVPD",
  "total_charge": 1,
  "homo_energy_ev": -11.58,
  "gap_ev": 5.03,
  "mol_weight_g_mol": 586.33,
  "fmax_ev_per_a": 2.77,
  "symbols": ["Au", "S", "N", "N", "N", "N", "N", "N", "N", "N", "N", "N", "N", "N", "N", "C", "C", "C", "C", "C", "C", "C", "C", "C", "C", "C", "C", "C", "C", "H", "H", "H", "H", "H", "H", "H"],
  "xyz": [[0.04566, 0.04562, 0.09812], [-2.91259, -2.91640, -6.26894], [-0.58779, 1.29628, 1.71416], [0.55214, -1.21721, -1.60948], [3.50262, 0.38170, 2.59855], [1.91433, 0.03153, 1.14030], [1.42188, 1.42364, 3.06025], [3.02127, -0.60314, 0.76766], [-1.79743, -0.02953, -1.07055], [-3.56071, -1.96950, -5.14141], [-0.64571, 2.47866, 3.55011], [-1.79447, 1.83117, 1.87227], [-1.78605, 2.51182, 2.95294], [3.92192, -0.37353, 1.64363], [-1.44257, -3.04023, -5.62730], [-4.01811, -0.25741, -2.69572], [0.13266, 1.71212, 2.78185], [-4.06076, 0.49013, -1.53841], [-1.39909, -2.34347, -4.50120], [-0.45399, -1.40404, -2.47791], [1.98650, -2.56691, -2.92583], [-2.65026, -1.71098, -4.21415], [-2.91813, 0.58102, -0.74386], [-0.27371, -2.19720, -3.62894], [-2.82635, -0.90682, -3.04335], [0.98036, -2.78422, -3.84245], [2.22913, 0.65239, 2.30098], [-1.71431, -0.76691, -2.18876], [1.73129, -1.76933, -1.81051], [-2.89174, 1.15344, 0.17596], [1.13849, -3.39489, -4.71765], [2.96442, -3.00072, -3.05448], [-4.88080, -0.35204, -3.33671], [-4.95827, 1.00436, -1.23684], [2.48236, -1.56326, -1.05695], [1.81563, 1.81791, 3.90775]],
  "forces_ev_per_angstrom": [[0.253, 0.254, 0.545], [0.437, 0.438, 0.941], [2.174, -1.171, -0.612], [-0.224, 1.054, 1.538], [-1.799, 1.548, 1.423], [-2.273, 1.075, 0.405], [0.208, 0.205, 0.443], [0.282, -1.054, -1.505], [1.478, 0.197, 1.153], [-0.599, 0.316, 0.158], [2.647, -0.700, 0.401], [-1.488, -0.157, -1.096], [-2.251, 0.327, -0.764], [1.175, -1.404, -1.550], [0.616, -0.299, -0.121], [0.147, 0.086, 0.219], [-0.693, 0.293, 0.069], [0.175, -0.213, -0.237], [-1.140, 0.028, -0.604], [-0.275, -0.461, -0.885], [-0.334, 0.047, -0.116], [0.414, -0.759, -0.965], [-0.464, 0.397, 0.363], [0.418, 0.346, 0.784], [0.318, 0.397, 0.810], [0.062, 0.128, 0.237], [0.614, -0.367, -0.229], [-0.520, -0.339, -0.834], [0.675, -0.179, 0.101], [-0.075, 0.098, 0.113], [-0.008, -0.062, -0.103], [0.094, -0.008, 0.041], [-0.078, -0.026, -0.085], [-0.043, 0.062, 0.073], [0.155, -0.018, 0.060], [-0.079, -0.079, -0.170]]
}

{
  "formula": "C25H16Cl5N7O6STi",
  "method": "ωB97M-V/def2-TZVPD",
  "total_charge": 2,
  "homo_energy_ev": -14.44,
  "gap_ev": 7.11,
  "mol_weight_g_mol": 767.65,
  "e_above_lowest_kj_mol": 0.0,
  "fmax_ev_per_a": 0.70,
  "symbols": ["Ti", "Cl", "Cl", "Cl", "Cl", "Cl", "S", "O", "O", "O", "O", "O", "O", "N", "N", "N", "N", "N", "N", "N", "C", "C", "C", "C", "C", "C", "C", "C", "C", "C", "C", "C", "C", "C", "C", "C", "C", "C", "C", "C", "C", "C", "C", "C", "C", "H", "H", "H", "H", "H", "H", "H", "H", "H", "H", "H", "H", "H", "H", "H", "H"],
  "xyz": [[-0.15107, -0.54029, -0.99312], [-6.45366, -1.31740, -2.63846], [-5.69337, -1.44375, 0.37824], [-1.24945, -0.50269, -3.84834], [-4.23517, -0.85032, -4.79250], [-2.71126, -1.08649, 1.24274], [1.84484, -0.37611, -2.31423], [0.21578, 2.46821, 6.55990], [0.86186, -3.51904, 5.17142], [0.06802, 3.36309, 4.60041], [0.43421, -1.48884, 0.70369], [0.83333, -2.29872, 6.95318], [0.28523, 0.63418, 0.54407], [-0.47181, -3.56131, -0.80795], [-0.03975, -2.57410, -1.62142], [0.78456, -2.46419, 5.76107], [3.72911, 1.21069, -1.20035], [-0.46965, 1.70579, -1.67750], [0.20479, 2.42556, 5.35637], [1.83796, 2.24192, -1.42375], [-4.48767, -1.19906, -0.80413], [0.60721, -1.39798, 3.55309], [2.47096, 1.06875, -1.62673], [0.17624, -4.56072, -2.64586], [-0.95817, 4.32157, -2.54804], [0.32737, 3.89213, -2.27297], [0.34411, 1.08750, 4.72961], [0.49553, -0.02085, 5.54389], [0.51421, 2.60082, -1.81169], [-2.52690, -0.81239, -2.70996], [0.40381, -0.37741, 1.32544], [3.89958, 2.48418, -0.69546], [2.72598, 3.13007, -0.82647], [0.31887, 1.00589, 3.35553], [-3.15194, -1.04016, -0.43568], [4.75909, 0.17112, -1.25008], [-1.71336, 2.15351, -1.93192], [-2.00213, 3.43724, -2.34651], [0.62375, -1.25041, 4.92247], [-2.15540, -0.83860, -1.37598], [0.45121, -0.25284, 2.77295], [0.34685, -3.18631, -2.74855], [-3.83954, -0.94272, -3.13556], [-4.82976, -1.14752, -2.16257], [-0.35541, -4.75951, -1.38705], [-2.51503, 1.44860, -1.78741], [0.40523, -5.30724, -3.38447], [4.87606, -0.18019, -2.27196], [5.69129, 0.60949, -0.90834], [-0.77990, -3.34676, 0.12831], [-0.64683, -5.65709, -0.86764], [-1.13257, 5.32630, -2.90782], [0.19108, 1.90085, 2.76447], [0.71442, -2.38083, 3.11724], [0.71958, -2.61569, -3.58235], [0.51275, 0.06951, 6.62150], [2.43488, 4.12035, -0.52807], [4.47579, -0.65566, -0.60255], [4.83855, 2.81407, -0.28763], [-3.03046, 3.72019, -2.51670], [1.17618, 4.54161, -2.42782]],
  "forces_ev_per_angstrom": [[0.292, 0.463, -0.438], [-0.007, -0.011, 0.002], [0.013, -0.003, 0.009], [-0.041, -0.056, 0.016], [0.009, -0.010, 0.004], [-0.026, 0.001, -0.004], [0.002, -0.053, -0.045], [0.067, 0.003, 0.061], [-0.020, -0.065, -0.028], [0.069, 0.053, -0.034], [-0.182, -0.134, -0.055], [-0.025, 0.005, 0.077], [-0.101, 0.059, 0.346], [-0.004, 0.038, 0.017], [0.055, -0.180, -0.024], [0.068, 0.045, -0.043], [-0.031, 0.049, 0.056], [-0.077, -0.134, 0.057], [-0.189, -0.055, -0.024], [0.018, 0.022, 0.045], [-0.002, -0.007, -0.032], [-0.024, 0.056, 0.036], [-0.026, -0.089, -0.043], [-0.071, -0.004, -0.011], [-0.013, 0.003, 0.004], [-0.026, -0.039, -0.009], [0.061, 0.041, 0.021], [0.002, -0.005, -0.055], [0.073, -0.004, -0.008], [-0.075, 0.021, -0.058], [0.088, 0.133, 0.110], [-0.007, 0.035, -0.036], [0.026, -0.002, 0.027], [0.006, -0.038, 0.030], [-0.034, 0.001, 0.086], [-0.026, 0.017, -0.006], [0.004, 0.018, -0.020], [0.031, -0.011, -0.001], [-0.016, -0.005, -0.001], [-0.089, 0.026, -0.056], [0.058, -0.083, -0.026], [0.020, 0.032, 0.014], [0.003, -0.081, 0.047], [0.042, 0.037, 0.006], [0.017, 0.004, 0.012], [0.003, -0.004, 0.007], [-0.005, -0.008, -0.011], [0.013, -0.012, 0.006], [0.008, -0.022, 0.008], [0.033, -0.014, -0.005], [0.001, -0.015, -0.008], [-0.010, 0.000, -0.003], [0.000, -0.001, -0.004], [-0.001, 0.002, -0.004], [0.029, -0.015, 0.007], [-0.001, 0.000, 0.000], [-0.010, 0.004, -0.002], [0.013, -0.017, -0.014], [0.004, 0.005, 0.004], [-0.005, 0.010, -0.009], [0.012, -0.004, 0.007]]
}

{
  "formula": "C41H62NO19",
  "method": "ωB97M-V/def2-TZVPD",
  "total_charge": 1,
  "homo_energy_ev": -11.05,
  "gap_ev": 6.09,
  "mol_weight_g_mol": 872.93,
  "e_above_lowest_kj_mol": 746.8,
  "fmax_ev_per_a": 12.22,
  "symbols": ["O", "O", "O", "O", "O", "O", "O", "O", "O", "O", "O", "O", "O", "O", "O", "O", "O", "O", "O", "N", "C", "C", "C", "C", "C", "C", "C", "C", "C", "C", "C", "C", "C", "C", "C", "C", "C", "C", "C", "C", "C", "C", "C", "C", "C", "C", "C", "C", "C", "C", "C", "C", "C", "C", "C", "C", "C", "C", "C", "C", "C", "H", "H", "H", "H", "H", "H", "H", "H", "H", "H", "H", "H", "H", "H", "H", "H", "H", "H", "H", "H", "H", "H", "H", "H", "H", "H", "H", "H", "H", "H", "H", "H", "H", "H", "H", "H", "H", "H", "H", "H", "H", "H", "H", "H", "H", "H", "H", "H", "H", "H", "H", "H", "H", "H", "H", "H", "H", "H", "H", "H", "H", "H"],
  "xyz": [[3.82500, 36.57600, 29.45400], [11.95300, 38.88600, 31.61800], [10.22900, 38.61100, 29.59500], [5.25900, 36.84000, 31.61300], [13.46500, 35.83800, 27.14600], [5.99300, 32.54400, 29.04500], [0.34500, 42.18500, 36.09000], [15.28400, 36.26300, 29.20300], [4.45300, 39.05500, 34.13200], [4.56800, 41.84600, 33.66400], [0.07200, 34.58300, 31.79100], [5.67600, 40.63400, 24.44800], [-0.09300, 39.45600, 35.88400], [-1.49200, 39.41800, 31.20300], [7.13500, 40.65800, 32.62000], [7.79800, 36.69900, 26.65900], [1.42300, 34.77400, 34.17200], [0.91500, 37.54900, 24.93000], [3.35300, 40.84900, 30.82700], [6.44500, 39.94400, 28.90500], [7.78300, 40.06600, 33.56600], [3.55800, 41.16300, 34.35800], [2.02100, 35.21600, 33.09900], [5.01600, 40.30900, 29.14400], [6.92700, 33.26200, 28.67600], [-0.30700, 39.81000, 31.27800], [4.55300, 40.10400, 24.48800], [1.93200, 35.61200, 30.54400], [4.38100, 38.67400, 23.89200], [13.14600, 36.63200, 28.22200], [13.80900, 37.53700, 30.42600], [9.45800, 37.63200, 25.01500], [2.12500, 37.64100, 27.01100], [3.38200, 35.89200, 33.18000], [7.36400, 41.07800, 29.11400], [7.88200, 32.72500, 27.71300], [11.31400, 37.96300, 29.54100], [3.25200, 36.15600, 30.46000], [4.01000, 36.27700, 31.77500], [-0.52100, 37.72200, 26.84200], [0.71000, 38.80000, 30.73200], [11.75600, 37.29700, 28.32000], [6.60000, 39.55300, 27.49400], [1.31000, 35.12400, 31.81500], [2.29900, 39.05100, 35.03700], [0.83100, 37.56500, 26.13500], [0.08500, 41.11600, 31.81300], [8.24900, 35.28600, 24.83200], [7.21000, 34.57400, 29.35700], [3.25300, 40.90500, 24.90600], [6.80200, 38.70800, 29.75300], [8.48500, 36.56200, 25.59300], [3.44900, 39.73400, 34.49000], [1.17800, 39.93500, 35.54500], [12.39200, 38.16400, 30.49600], [7.51000, 40.02800, 35.01000], [1.20900, 41.48800, 35.46400], [4.73200, 40.62800, 30.53000], [2.40600, 42.04100, 34.87400], [14.09800, 36.81500, 29.28000], [9.00000, 39.14100, 33.05100], [9.66400, 38.57500, 25.61200], [7.94500, 40.89100, 35.38700], [8.19800, 34.89600, 29.20600], [12.72000, 39.20300, 32.16300], [3.02900, 38.30300, 26.60800], [1.59600, 38.43000, 31.44100], [2.97700, 40.40700, 25.68200], [9.82500, 39.31600, 33.51400], [9.13700, 34.83100, 25.01200], [3.54100, 38.35100, 23.58100], [1.37500, 39.26800, 29.89500], [2.51700, 36.72100, 27.08600], [1.10300, 41.25200, 31.41900], [-1.32700, 37.41100, 26.06900], [5.02600, 39.78100, 31.40000], [7.50800, 41.40100, 30.09400], [4.91700, 41.19700, 28.48000], [6.99000, 34.39000, 30.29900], [8.08800, 39.14500, 35.36500], [0.38900, 37.81500, 30.42400], [4.31600, 39.38800, 28.73200], [2.75500, 41.52700, 30.32100], [5.80600, 40.22400, 26.75900], [7.62700, 31.76700, 27.22300], [6.18700, 38.00100, 29.49200], [6.89700, 38.71800, 30.72200], [8.89100, 38.01500, 33.37500], [11.04600, 37.13800, 27.46200], [6.52000, 39.77000, 35.22500], [7.58600, 39.51000, 27.01300], [7.28000, 41.92700, 28.71800], [4.89300, 38.76200, 22.97900], [5.31000, 41.61000, 31.03300], [-0.14800, 34.15200, 32.57500], [7.36900, 34.85800, 24.82400], [14.57400, 37.65800, 31.26900], [8.85100, 32.83500, 28.03100], [-0.59100, 36.99100, 27.84600], [8.44000, 40.80900, 28.72600], [10.40600, 37.07300, 24.70100], [9.13100, 38.17500, 24.07100], [4.93000, 37.82000, 24.40500], [14.43700, 35.56400, 27.28600], [5.71000, 36.62700, 32.32700], [2.28400, 38.12500, 34.80400], [1.24300, 35.48000, 29.73400], [2.48400, 40.93300, 24.24000], [-0.07600, 41.29900, 32.69700], [1.82500, 38.18600, 27.94100], [7.80100, 38.21900, 29.54400], [-0.35900, 38.56500, 35.69300], [-0.81800, 38.63600, 27.01300], [-0.64600, 41.72700, 31.58900], [7.90400, 33.34100, 26.64500], [5.24500, 41.04100, 33.55200], [6.71500, 35.53200, 28.87500], [8.33000, 35.45000, 23.79800], [3.89000, 35.94600, 34.10700], [6.00800, 38.71700, 27.26200], [9.23100, 39.07800, 31.99400], [3.32900, 41.75200, 25.17400], [2.64200, 43.03100, 34.89600]],
  "forces_ev_per_angstrom": [[-0.784, -0.488, 0.775], [1.821, -0.733, -1.572], [2.276, -1.946, 0.503], [-5.395, 0.200, -4.774], [1.157, 1.334, 2.361], [0.924, 1.404, -0.336], [2.691, -2.605, -2.615], [-4.300, 1.513, -0.655], [-1.138, 1.037, 0.111], [-0.113, -5.020, 1.919], [2.206, 2.012, -2.892], [-2.376, -1.216, 0.736], [2.497, 2.810, -0.054], [2.296, 1.438, 0.372], [1.743, -1.745, 4.290], [2.766, 0.313, -3.042], [2.270, 1.703, -4.439], [-0.168, -0.382, 0.216], [-1.950, 0.713, -1.203], [1.355, -0.799, 0.566], [-0.153, -0.490, -6.302], [-4.773, 7.152, 0.552], [0.012, -0.476, 5.057], [-1.107, -1.479, -2.867], [-1.921, -1.359, 0.736], [-3.057, -3.934, -0.291], [0.527, 1.378, -1.535], [-3.233, -2.227, 4.563], [6.405, 1.653, 3.063], [-6.404, 0.984, -2.461], [-5.679, 3.874, 2.575], [0.689, 0.431, -0.658], [-0.946, 5.231, -0.764], [0.139, 0.241, -7.473], [4.855, -6.249, 2.143], [-1.397, 0.871, -5.693], [-1.490, 1.892, -3.146], [0.775, 0.733, 0.058], [-1.155, -0.654, 5.553], [0.026, -7.939, -0.598], [4.174, 0.391, 0.208], [3.901, -3.381, -1.265], [-3.233, 2.324, -3.741], [1.234, 0.974, -4.593], [-3.638, 10.812, 2.633], [0.901, 1.723, 0.016], [4.863, -4.223, -8.143], [3.024, 4.601, -1.114], [-0.657, 2.311, -5.395], [3.493, -8.904, -5.748], [4.558, 1.642, -4.306], [-3.631, 1.362, 2.591], [2.277, -2.614, -0.258], [0.301, -4.639, -2.342], [5.265, -0.986, 4.463], [1.577, -2.553, -0.997], [-1.310, 1.266, 3.328], [0.593, 1.772, 6.462], [4.309, -5.820, -2.120], [6.251, -2.506, 0.428], [-5.830, -2.726, -1.190], [-0.049, -1.729, 0.188], [0.265, 1.779, 1.344], [1.781, -0.091, 0.122], [-0.789, -0.649, -0.771], [-2.189, -1.295, 0.083], [-1.793, 1.450, -0.666], [-2.407, -3.421, 4.983], [5.336, 1.826, 3.115], [2.245, -2.808, 0.830], [-6.740, -1.852, -1.151], [-1.335, -0.659, 1.199], [1.293, -3.394, 1.073], [-0.535, 0.975, 0.692], [1.343, -0.101, 1.318], [-0.706, 1.896, -2.821], [-0.098, -0.613, 2.283], [-0.548, -0.567, 0.419], [-1.182, -0.080, 4.622], [-0.166, 0.766, 0.117], [-1.118, 0.328, -0.361], [1.787, 2.281, 1.095], [2.645, -1.581, 0.861], [2.884, -0.679, 2.220], [0.148, 0.042, 1.284], [-3.987, -3.612, -1.444], [-0.422, 1.721, 5.432], [-0.591, 1.923, -0.427], [0.851, 0.245, 1.147], [-1.756, 0.491, 0.396], [-0.301, 0.112, 0.937], [-2.524, 6.420, -4.546], [1.253, 0.253, -1.314], [-0.996, -2.457, -1.936], [-0.348, -1.013, 2.748], [-4.291, -2.536, 1.638], [-1.381, -0.113, -1.513], [2.449, -0.177, 0.878], [0.092, 2.175, -2.666], [-2.051, -0.198, 0.924], [-1.024, 0.989, 0.588], [-0.280, -1.420, 0.737], [-0.631, 1.325, -0.090], [-1.557, 0.492, -0.085], [3.647, -1.238, 5.617], [-0.668, -6.493, -0.795], [0.283, 0.147, -0.741], [-1.972, -0.789, -2.369], [-0.266, 0.484, 10.217], [0.464, -1.162, -0.264], [-0.622, 1.352, -0.926], [0.712, -0.974, -0.330], [-0.785, 5.165, 1.570], [-3.376, 3.761, -3.037], [-0.217, -0.678, 2.833], [-1.045, 2.369, -0.314], [0.048, -2.230, 1.012], [0.557, 0.874, -1.807], [0.477, 0.169, 0.595], [-0.003, -2.078, 0.482], [-0.519, 0.639, -0.279], [2.333, 11.514, 3.378], [0.064, 2.723, -0.018]]
}

{
  "formula": "C2H4P2",
  "method": "ωB97M-V/def2-TZVPD",
  "homo_energy_ev": -9.11,
  "gap_ev": 8.47,
  "mol_weight_g_mol": 90.00,
  "e_above_lowest_kj_mol": 120.5,
  "fmax_ev_per_a": 3.80,
  "symbols": ["P", "P", "C", "C", "H", "H", "H", "H"],
  "xyz": [[0.69780, 0.88302, -1.11857], [-1.27364, -0.75596, 0.51129], [1.71695, -0.31834, -0.59206], [-0.96965, 0.14115, -0.86287], [1.38707, -1.40341, -0.14372], [-1.87011, 0.54024, -1.36222], [2.76097, -0.21543, -0.60059], [-2.68801, -0.90808, 0.40073]],
  "forces_ev_per_angstrom": [[-0.198, -0.632, -0.120], [0.118, -0.173, 0.085], [-2.220, -2.880, 1.101], [-0.524, 0.481, 0.686], [0.626, 2.833, -1.325], [0.861, -0.153, -0.234], [1.276, 0.450, -0.020], [0.061, 0.075, -0.173]]
}